Molecular formula: C4H3HgO2
Method: DFT, wB97M-V/def2-TZVPD

**LUMO (alpha / beta)**: 0.41 / -2.39 eV
**Gap between HOMO and LUMO (alpha / beta)**: 8.299 / 5.370 eV
**E_HOMO (alpha / beta)**: -7.89 / -7.76 eV
**Relative energy (zero: lowest compared OMol25 entry of this formula, charge and spin)**: 169.2 kJ/mol
**Spin multiplicity**: 2
**Total charge**: 0
**⟨S²⟩**: 0.77
**Max |F|**: 0.074 Eh/bohr

Cartesian coordinates (Å):
1 H 1.017 1.530 1.467
2 H -1.517 1.326 1.167
3 H 1.936 -1.066 0.388
4 C -0.824 0.808 0.500
5 C 1.489 0.058 0.002
6 O 1.004 -0.961 -0.724
7 Hg -0.433 -2.257 -1.652
8 C 0.634 0.831 0.723
9 C -1.387 0.169 -0.502
10 O -1.919 -0.439 -1.369

natural (NBO) population analysis, charges in e, atoms 1 to 8:
1. H 0.23
2. H 0.28
3. H 0.35
4. C -0.54
5. C 0.07
6. O -0.85
7. Hg 0.62
8. C -0.33